No. 1
DFT (ωB97M-V/def2-TZVPD) results for the molecule C15H20N2 at a distorted geometry.

Computed properties:
Highest occupied orbital energy (eV): -8.0
Largest force on an atom (eV Å⁻¹): 5.3
SMILES: NCCCCNCc1cccc2ccccc12
Orbital gap (eV): 8.7835
Electronic energy (eV): -18856.8066

ORCA input file:
```
! wB97M-V def2-TZVPD RIJCOSX def2/J DEFGRID3
* xyz 0 1
N -1.047 -3.206 -4.057
C -1.268 -1.738 -4.399
C -1.835 -0.890 -3.204
C -0.964 -0.567 -2.137
C -1.817 0.114 -1.076
N -1.228 0.285 0.285
C -0.074 1.245 0.082
C 0.497 1.626 1.292
C 0.334 2.880 1.769
C 0.813 3.282 2.940
C 1.621 2.372 3.633
C 1.757 1.052 3.173
C 2.357 0.000 3.862
C 2.526 -1.235 3.361
C 1.834 -1.717 2.159
C 1.133 -0.818 1.538
C 1.107 0.601 1.976
H -0.829 -3.864 -4.922
H -1.956 -3.466 -3.624
H -0.274 -1.314 -4.814
H -1.982 -1.408 -5.214
H -2.232 0.107 -3.570
H -2.591 -1.520 -2.764
H -0.410 -1.455 -1.696
H -0.192 0.149 -2.367
H -2.008 1.146 -1.360
H -2.770 -0.389 -0.890
H -1.984 0.681 0.820
H -0.400 2.105 -0.523
H 0.559 0.580 -0.579
H -0.096 3.607 1.159
H 0.445 4.241 3.346
H 2.095 2.614 4.594
H 2.918 0.341 4.795
H 3.265 -1.757 4.025
H 2.133 -2.687 1.803
H 0.564 -0.998 0.582
*
```

No. 2
DFT (ωB97M-V/def2-TZVPD) results for the molecule C18H23NOS2 at a distorted geometry.

Computed properties:
Highest occupied orbital energy (eV): -7.8
Largest force on an atom (eV Å⁻¹): 1.1
SMILES: CC[C@]1(C)C[C@@H](c2nc(-c3ccc(OC)cc3)cs2)CCS1
Orbital gap (eV): 8.4519
Electronic energy (eV): -44247.8125

ORCA input file:
```
! wB97M-V def2-TZVPD RIJCOSX def2/J DEFGRID3
* xyz 0 1
C -6.174 -1.091 -0.064
C -4.667 -1.208 -0.259
C -3.960 0.119 -0.562
C -4.461 0.743 -1.859
C -2.442 -0.108 -0.639
C -1.757 -0.066 0.738
C -0.432 -0.736 0.659
N 0.698 -0.154 0.533
C 1.748 -1.023 0.437
C 3.096 -0.494 0.296
C 4.194 -1.313 0.052
C 5.465 -0.784 -0.079
C 5.666 0.588 0.033
O 6.869 1.214 -0.078
C 8.015 0.437 -0.327
C 4.567 1.416 0.277
C 3.306 0.883 0.404
C 1.375 -2.338 0.494
S -0.326 -2.494 0.674
C -1.606 1.383 1.223
C -2.798 2.239 0.814
S -4.341 1.283 0.834
H -6.673 -0.820 -0.990
H -6.577 -2.045 0.271
H -6.399 -0.338 0.688
H -4.232 -1.631 0.649
H -4.462 -1.902 -1.080
H -5.526 0.948 -1.797
H -3.949 1.683 -2.054
H -4.277 0.071 -2.695
H -1.972 0.639 -1.281
H -2.269 -1.086 -1.098
H -2.383 -0.624 1.443
H 4.064 -2.380 -0.045
H 6.291 -1.453 -0.269
H 8.843 1.141 -0.377
H 8.198 -0.280 0.481
H 7.938 -0.099 -1.278
H 4.737 2.477 0.361
H 2.459 1.523 0.593
H 1.984 -3.217 0.452
H -0.694 1.804 0.798
H -1.502 1.381 2.309
H -2.681 2.648 -0.190
H -2.952 3.064 1.507
*
```

No. 3
DFT (ωB97M-V/def2-TZVPD) results for a cluster of 15 separate species, C81H193N11O15 in total at a distorted geometry.

Computed properties:
Highest occupied orbital energy (eV): -8.6
Largest force on an atom (eV Å⁻¹): 3.9
Orbital gap (eV): 8.8575
Electronic energy (eV): -134220.0713

ORCA input file:
```
! wB97M-V def2-TZVPD RIJCOSX def2/J DEFGRID3
* xyz 0 1
C 2.065 -0.559 6.805
C 3.169 0.399 7.365
C 2.582 1.778 7.705
O 2.133 2.386 6.532
C 1.674 3.687 6.883
N 3.760 -0.246 8.523
H 1.153 -0.547 7.445
H 2.487 -1.553 6.786
H 1.827 -0.332 5.771
H 3.885 0.625 6.561
H 3.402 2.399 8.200
H 1.798 1.661 8.481
H 0.789 3.515 7.458
H 1.406 4.229 5.975
H 2.454 4.228 7.387
H 4.138 -1.200 8.469
H 4.568 0.259 8.850
C 5.895 -5.614 3.820
C 4.923 -4.432 3.989
C 3.495 -4.909 4.190
O 2.976 -5.641 3.097
C 1.722 -6.238 3.387
N 5.320 -3.594 5.130
H 5.684 -6.188 2.948
H 5.803 -6.288 4.677
H 6.918 -5.271 3.832
H 4.975 -3.790 3.072
H 2.942 -3.994 4.330
H 3.351 -5.396 5.132
H 1.827 -6.830 4.294
H 1.404 -6.819 2.528
H 0.917 -5.534 3.635
H 4.968 -2.610 4.985
H 6.321 -3.444 5.265
C 4.065 -1.532 -2.147
C 4.904 -1.673 -3.440
C 6.110 -0.706 -3.427
O 5.657 0.542 -3.716
C 6.446 1.584 -3.312
N 5.378 -3.014 -3.565
H 3.758 -0.392 -2.021
H 4.545 -1.827 -1.221
H 3.099 -1.977 -2.239
H 4.249 -1.317 -4.241
H 6.885 -1.089 -4.128
H 6.617 -0.723 -2.424
H 7.403 1.687 -3.927
H 6.791 1.430 -2.262
H 5.939 2.577 -3.529
H 4.695 -3.754 -3.477
H 6.032 -3.175 -4.276
C -3.389 -5.063 4.599
C -1.831 -5.283 4.565
C -1.185 -4.406 5.613
O -1.760 -3.133 5.599
C -0.901 -2.159 6.240
N -1.314 -6.670 4.877
H -3.715 -5.128 5.643
H -3.960 -5.782 4.021
H -3.511 -4.072 4.202
H -1.375 -4.951 3.590
H -0.094 -4.361 5.443
H -1.279 -4.915 6.630
H -0.717 -2.453 7.237
H -1.467 -1.210 6.249
H 0.039 -2.036 5.724
H -1.711 -7.395 4.288
H -1.511 -6.882 5.861
C 3.944 -4.811 -0.564
C 5.378 -4.999 -0.114
C 5.574 -6.461 0.341
O 6.802 -6.605 0.927
C 6.973 -7.868 1.469
N 6.293 -4.579 -1.141
H 3.348 -4.882 0.321
H 3.598 -5.546 -1.321
H 3.746 -3.847 -1.014
H 5.556 -4.411 0.783
H 5.405 -7.130 -0.506
H 4.800 -6.762 1.051
H 7.755 -7.822 2.255
H 7.206 -8.602 0.689
H 6.037 -8.213 1.991
H 7.249 -4.662 -0.815
H 6.041 -3.672 -1.597
C 5.763 0.660 1.954
C 5.029 1.657 2.834
C 4.418 2.739 1.926
O 3.723 2.048 0.864
C 3.357 2.852 -0.278
N 3.990 0.898 3.623
H 6.527 1.043 1.224
H 5.025 0.239 1.247
H 6.237 -0.120 2.517
H 5.705 2.158 3.565
H 5.263 3.324 1.477
H 3.721 3.398 2.472
H 2.749 2.261 -0.929
H 4.190 3.212 -0.841
H 2.741 3.735 -0.014
H 3.467 1.504 4.234
H 3.177 0.588 3.077
C -1.259 6.138 4.739
C -0.782 6.539 3.376
C 0.705 5.969 3.256
C 1.142 5.973 1.829
C 0.196 5.231 0.959
C -1.213 5.821 0.902
N -1.598 5.808 2.344
O -2.863 6.454 2.449
C -1.210 7.182 0.174
C -2.264 4.986 0.158
C -0.764 8.119 3.297
H -1.198 5.038 4.730
H -2.273 6.514 5.001
H -0.596 6.590 5.512
H 1.379 6.597 3.854
H 0.769 4.942 3.659
H 2.096 5.424 1.789
H 1.303 6.953 1.343
H 0.178 4.167 1.380
H 0.609 5.084 -0.042
H -0.422 7.928 0.448
H -1.089 6.963 -0.943
H -2.208 7.519 0.287
H -3.234 5.503 -0.088
H -1.859 4.735 -0.868
H -2.475 4.090 0.668
H -0.050 8.523 2.616
H -0.741 8.545 4.265
H -1.778 8.402 3.014
H -3.352 5.780 2.944
C 0.284 4.638 -3.853
C 1.571 4.789 -4.667
C 2.729 3.980 -3.998
C 2.607 2.512 -4.219
C 2.492 2.202 -5.720
C 1.333 2.924 -6.418
N 1.515 4.337 -6.047
O 0.622 5.126 -6.734
C 1.478 2.704 -7.950
C -0.094 2.231 -6.044
C 1.984 6.247 -4.643
H 0.269 5.365 -3.013
H 0.296 3.644 -3.470
H -0.610 4.777 -4.439
H 3.688 4.299 -4.371
H 2.802 4.267 -2.964
H 1.752 2.027 -3.786
H 3.455 2.038 -3.815
H 2.333 1.117 -5.714
H 3.432 2.461 -6.266
H 0.609 3.080 -8.560
H 2.367 3.210 -8.377
H 1.630 1.615 -8.123
H -0.899 2.576 -6.684
H 0.003 1.142 -6.236
H -0.350 2.391 -4.998
H 2.261 6.508 -3.632
H 1.141 6.905 -4.867
H 2.745 6.402 -5.425
H -0.264 4.939 -6.420
C 0.139 0.363 -0.913
C -0.746 -0.036 0.293
C -1.638 -1.189 -0.125
C -0.932 -2.536 -0.221
C -0.244 -2.768 1.155
C 0.715 -1.656 1.572
N -0.040 -0.345 1.484
O 0.948 0.669 1.839
C 1.031 -1.970 3.049
C 2.032 -1.667 0.778
C -1.646 1.155 0.692
H -0.426 1.092 -1.493
H 0.507 -0.482 -1.472
H 1.027 0.988 -0.727
H -2.382 -1.203 0.678
H -2.174 -0.880 -1.046
H -0.286 -2.588 -1.093
H -1.696 -3.283 -0.462
H 0.253 -3.735 1.135
H -1.016 -2.929 1.896
H 0.057 -1.959 3.613
H 1.514 -2.952 3.002
H 1.740 -1.293 3.524
H 2.584 -2.588 0.876
H 1.854 -1.544 -0.286
H 2.811 -0.948 1.043
H -2.334 1.360 -0.137
H -1.080 2.035 0.939
H -2.376 0.885 1.443
H 1.524 0.792 1.074
C -5.363 2.413 -2.972
C -4.731 2.932 -4.291
C -3.863 1.866 -4.866
C -4.668 0.669 -5.412
C -5.724 1.199 -6.413
C -6.637 2.349 -5.847
N -5.699 3.397 -5.314
O -6.542 4.420 -4.709
C -7.285 3.105 -7.018
C -7.721 1.701 -4.850
C -3.849 4.103 -3.950
H -5.767 1.397 -3.090
H -6.085 3.203 -2.598
H -4.460 2.340 -2.359
H -3.238 2.270 -5.651
H -3.243 1.542 -4.052
H -5.153 0.143 -4.569
H -4.043 -0.079 -5.971
H -6.270 0.326 -6.753
H -5.214 1.527 -7.323
H -6.494 3.645 -7.536
H -7.713 2.431 -7.750
H -8.001 3.776 -6.657
H -8.678 1.532 -5.412
H -7.434 0.723 -4.477
H -8.028 2.370 -4.044
H -4.442 4.916 -3.508
H -3.352 4.476 -4.846
H -3.136 3.865 -3.182
H -6.088 5.200 -5.010
C 0.729 -1.354 -4.480
C 0.655 -2.389 -5.558
C 1.149 -3.756 -4.997
C 0.187 -4.373 -4.040
C -1.257 -4.458 -4.595
C -1.807 -3.161 -5.098
N -0.743 -2.630 -6.056
O -1.177 -1.328 -6.464
C -3.002 -3.425 -5.967
C -2.259 -2.223 -3.906
C 1.609 -1.984 -6.610
H 1.738 -1.026 -4.244
H 0.227 -1.812 -3.640
H 0.184 -0.507 -4.863
H 1.134 -4.458 -5.843
H 2.167 -3.686 -4.579
H 0.188 -3.875 -3.044
H 0.544 -5.416 -3.889
H -1.987 -4.846 -3.863
H -1.275 -5.176 -5.368
H -3.763 -4.001 -5.508
H -3.428 -2.458 -6.244
H -2.732 -3.969 -6.870
H -2.152 -1.183 -4.185
H -3.288 -2.508 -3.742
H -1.697 -2.509 -2.992
H 1.417 -0.990 -6.976
H 1.528 -2.667 -7.493
H 2.615 -2.068 -6.246
H -1.522 -1.540 -7.372
C -5.761 -1.640 4.483
C -4.378 -1.204 4.147
C -3.971 -1.694 2.740
O -4.370 0.209 4.210
H -5.917 -2.710 4.438
H -6.388 -1.220 3.671
H -6.025 -1.197 5.448
H -3.705 -1.652 4.890
H -4.072 -2.770 2.822
H -2.937 -1.390 2.532
H -4.642 -1.305 1.991
H -3.403 0.403 4.159
C -3.713 -5.105 -1.823
C -3.898 -5.731 -0.373
C -5.209 -5.330 0.356
O -3.912 -7.071 -0.441
H -4.297 -5.542 -2.621
H -2.650 -5.244 -2.048
H -3.945 -4.032 -1.693
H -3.045 -5.294 0.198
H -5.476 -4.277 0.196
H -5.259 -5.507 1.422
H -6.018 -5.829 -0.174
H -2.979 -7.307 -0.582
C -4.676 3.443 2.609
C -5.777 2.604 1.924
C -5.208 1.703 0.870
O -6.485 1.896 2.934
H -5.090 4.098 3.384
H -4.026 4.062 1.930
H -3.989 2.763 3.022
H -6.516 3.287 1.557
H -5.984 1.287 0.176
H -4.663 0.899 1.394
H -4.416 2.242 0.319
H -5.960 1.763 3.730
C -0.474 2.484 3.918
C -0.604 1.239 4.708
C -1.370 1.523 6.090
O -1.538 0.293 4.048
H -1.434 2.932 3.686
H 0.067 2.271 3.022
H 0.125 3.212 4.509
H 0.366 0.801 4.888
H -2.410 1.819 5.815
H -0.940 2.265 6.743
H -1.449 0.658 6.729
H -1.108 -0.049 3.257
*
```

No. 4
DFT (ωB97M-V/def2-TZVPD) results for a structure of composition C3H2ErO3 at a distorted geometry.

Computed properties:
Highest occupied orbital energy (alpha / beta) (eV): -22.2 / -22.1
Largest force on an atom (eV Å⁻¹): 6.7
Orbital gap (alpha / beta) (eV): 4.8947 / 3.5705
Electronic energy (eV): -36864.5971

ORCA input file:
```
! wB97M-V def2-TZVPD RIJCOSX def2/J DEFGRID3
* xyz 3 4
C 1.108 2.233 1.821
C 0.544 2.728 0.748
O 0.025 1.966 -0.176
C 0.318 0.616 0.035
O 0.743 0.413 1.213
O 0.098 -0.200 -0.850
H 2.126 2.421 2.158
Er -0.941 -2.266 -0.012
H 0.226 3.372 1.936
*
```

- The highest electronic energy belongs to which entry?
  C15H20N2